1.
ORCA calculation (the ωB97M-V functional and the def2-TZVPD basis) on a cluster of 4 separate species, C27H55N2O9S in total in a non-equilibrium geometry.

Last column: Löwdin charge in e.
Positions of all 94 atoms, in Å:
C  3.14189  1.92081  9.56918  0.0253
C  2.32158  1.02089  9.53566  -0.2429
C  1.33704  0.04264  9.25797  -0.3183
C  0.08875  0.68675  8.64004  -0.2219
C  0.02341  0.55594  7.12064  -0.2330
C  1.14390  1.28319  6.38061  -0.2212
C  1.34654  0.77273  4.94909  -0.2165
C  2.76420  0.95912  4.42301  -0.2940
N  3.77522  0.40332  5.33248  -0.0014
N  1.00245  -0.62970  10.54003  0.0422
C  0.24085  -1.52934  10.72079  -0.8316
S  -1.00492  -2.45302  11.13498  0.4755
H  3.66862  2.77394  9.91708  -0.0314
H  -0.83522  0.28821  9.06017  0.0925
H  0.10940  1.76011  8.86754  0.0980
H  -0.93133  0.98224  6.78768  0.0995
H  0.02601  -0.49044  6.81075  0.0996
H  0.88676  2.34661  6.35251  0.1087
H  2.08779  1.21442  6.91285  0.0765
H  0.69121  1.33604  4.28152  0.0949
H  1.09065  -0.28592  4.92259  0.0985
H  2.84863  0.45792  3.45213  0.0897
H  2.98626  2.01791  4.29790  0.1052
H  3.90995  -0.58510  5.18370  0.0617
H  4.65640  0.88007  5.22471  0.0532
C  -3.89453  -0.51613  0.25712  -0.1109
O  -2.49712  -0.41037  0.10754  -0.2134
C  -1.93805  0.58773  0.94769  -0.1964
C  -0.50433  0.24865  1.28131  -0.1878
O  -0.34687  -0.76478  2.25244  -0.1234
C  -0.63228  -2.09665  1.86019  -0.1762
C  0.36931  -2.69314  0.89692  -0.1946
O  0.13454  -2.23826  -0.43006  -0.2082
C  1.28921  -2.28382  -1.23420  -0.1145
H  -4.39170  0.41187  -0.05258  0.0877
H  -4.23673  -1.33196  -0.37793  0.0799
H  -4.16237  -0.74553  1.29458  0.0912
H  -2.51640  0.68637  1.87273  0.1329
H  -1.96717  1.54550  0.40782  0.1162
H  -0.05152  1.13844  1.72581  0.1294
H  0.06087  0.01406  0.37577  0.1079
H  -1.64737  -2.18988  1.46820  0.1212
H  -0.58495  -2.67173  2.78697  0.1319
H  0.26521  -3.78685  0.90834  0.1278
H  1.38267  -2.42831  1.22084  0.1294
H  2.09290  -1.67301  -0.80494  0.0889
H  1.02798  -1.87880  -2.21185  0.0777
H  1.64674  -3.31296  -1.36226  0.0876
C  -2.26655  3.11842  -2.41546  -0.1079
O  -0.89146  3.09284  -2.11313  -0.1889
C  -0.31259  1.81671  -2.33907  -0.1860
C  1.15417  1.93492  -2.67546  -0.1707
O  1.41792  2.36351  -4.00341  -0.1236
C  1.19476  3.72990  -4.30818  -0.1865
C  2.20395  4.67611  -3.69859  -0.2091
O  1.91475  4.91232  -2.33335  -0.1980
C  3.05173  5.29161  -1.59318  -0.1133
H  -2.83308  2.44790  -1.75729  0.0783
H  -2.61767  4.13827  -2.26888  0.0891
H  -2.44551  2.83227  -3.45949  0.0877
H  -0.83090  1.30255  -3.15660  0.1120
H  -0.41931  1.22585  -1.42139  0.1099
H  1.58289  0.93171  -2.61385  0.1236
H  1.67457  2.55838  -1.94568  0.1253
H  0.17607  4.03326  -4.05716  0.1221
H  1.30034  3.79356  -5.39368  0.1259
H  2.16011  5.63548  -4.23431  0.1269
H  3.20902  4.25144  -3.81153  0.1275
H  3.83046  4.52160  -1.64612  0.0881
H  2.74556  5.40481  -0.55548  0.0896
H  3.45965  6.24513  -1.94975  0.0869
C  -3.04969  -1.71767  -3.25174  -0.1058
O  -2.68532  -2.01281  -4.58369  -0.1937
C  -1.81220  -1.04224  -5.12941  -0.2047
C  -0.91661  -1.64937  -6.18316  -0.1802
O  0.15064  -2.42195  -5.65608  -0.1264
C  -0.15984  -3.69650  -5.11607  -0.1864
C  -0.51972  -4.73938  -6.14900  -0.2056
O  -1.85701  -4.58116  -6.59048  -0.1965
C  -2.06795  -5.10970  -7.87706  -0.1193
H  -3.62641  -0.78556  -3.19910  0.0894
H  -3.66384  -2.53719  -2.88278  0.0887
H  -2.16343  -1.63476  -2.61204  0.0843
H  -1.18674  -0.60425  -4.34299  0.1093
H  -2.41675  -0.24521  -5.58679  0.1297
H  -0.43162  -0.82679  -6.71363  0.1279
H  -1.49748  -2.21504  -6.91506  0.1213
H  -0.93077  -3.62555  -4.34622  0.1236
H  0.76182  -4.02436  -4.63001  0.1257
H  -0.42013  -5.73566  -5.69547  0.1281
H  0.17446  -4.66239  -6.99491  0.1273
H  -1.40856  -4.63243  -8.61232  0.0869
H  -3.10078  -4.90413  -8.15166  0.0870
H  -1.90502  -6.19424  -7.89534  0.0872

Computed properties:
Frontier orbital gap (eV): 4.16
Charge: -1
2S+1: 1
E_tot (hartree): -2246.3501

---

2.
ORCA calculation (the ωB97M-V functional and the def2-TZVPD basis) on a structure of composition C27H55N3O4SSi2 in a non-equilibrium geometry.

Last column: Löwdin charge in e.
Positions of all 92 atoms, in Å:
C  -2.12709  -0.74497  -2.83699  0.0530
C  -0.91618  -0.83372  -2.74819  -0.2108
C  0.61430  -0.90406  -2.38631  -0.2881
Si  0.85938  -0.67011  -0.50532  0.5276
O  1.95147  0.58343  -0.07557  -0.4251
Si  1.29545  2.16847  -0.18164  0.2271
S  -0.82958  2.31253  0.14745  0.4531
C  2.22714  3.22300  1.13146  -0.3042
C  2.46575  2.43024  2.50635  -0.2460
C  1.48638  2.91433  3.67606  -0.1812
C  0.73548  1.71495  4.41616  -0.2183
N  0.29542  0.65022  3.48234  0.0123
C  -0.75392  -0.19225  4.03073  -0.4485
C  -0.85215  -1.66418  3.43828  -0.0163
O  -1.53185  0.11339  4.92210  0.0561
H  -3.23928  -0.63367  -2.90219  0.0493
H  1.24434  -0.23490  -3.04155  0.0832
H  0.91666  -1.97508  -2.63809  0.0789
H  1.45795  -1.92581  0.00659  -0.0257
H  -0.46253  -0.58084  0.11131  -0.0397
H  1.58027  2.78215  -1.49029  -0.0117
H  -1.29836  1.29947  0.94798  -0.1782
H  1.70710  4.20723  1.31829  0.0744
H  3.25002  3.46192  0.71220  0.0748
H  3.51443  2.71803  2.84937  0.1053
H  2.48440  1.31108  2.36590  0.0906
H  2.04540  3.47222  4.49628  0.1128
H  0.72469  3.64150  3.26139  0.1020
H  1.42945  1.29299  5.21019  0.1266
H  -0.12928  2.19369  4.98585  0.1191
H  -0.00135  1.11880  2.61950  0.0655
H  -1.87208  -1.82853  2.96981  0.0887
H  -0.08327  -1.75592  2.61731  0.0511
H  -0.63307  -2.45871  4.21936  0.0860
C  -0.04806  -6.99531  2.43685  -0.0801
C  1.07171  -6.16388  1.64839  -0.1977
C  2.26350  -5.31568  1.04724  -0.1703
C  3.67563  -5.74752  1.48858  -0.1598
C  3.88479  -5.36091  2.94922  -0.1365
C  2.71589  -5.86920  3.80157  -0.5076
N  1.43741  -5.67677  3.11939  -0.1953
O  0.94065  -4.47582  3.28474  -0.0336
C  2.88123  -7.36809  4.10690  -0.0268
C  2.77298  -5.16793  5.17519  -0.0361
C  1.38346  -7.47095  0.74140  -0.0820
H  -0.59074  -6.52493  3.26812  0.0862
H  -0.89330  -7.22026  1.76333  0.0750
H  0.32899  -7.94971  2.80404  0.0836
H  2.14668  -4.23491  1.20115  0.0948
H  2.23745  -5.33451  -0.04833  0.0973
H  3.83174  -6.82165  1.35940  0.1043
H  4.42425  -5.24797  0.86905  0.1206
H  4.83905  -5.74731  3.31921  0.1234
H  3.94812  -4.26769  3.00513  0.1243
H  2.06276  -7.72948  4.73538  0.0904
H  3.81198  -7.55736  4.64583  0.0883
H  2.90555  -7.98168  3.20554  0.0663
H  2.77490  -4.07974  5.08712  0.0797
H  3.69168  -5.44060  5.70270  0.0868
H  1.93132  -5.46028  5.80845  0.0891
H  0.46173  -7.97470  0.43236  0.0737
H  2.02595  -8.20411  1.24135  0.0695
H  1.83526  -7.24044  -0.22622  0.0734
C  -2.83179  7.69397  -4.70013  -0.0825
C  -3.46024  6.35687  -5.31921  -0.1999
C  -3.93509  4.93979  -5.83633  -0.1684
C  -4.06708  3.84813  -4.75637  -0.1614
C  -2.67544  3.42609  -4.29649  -0.1351
C  -1.84716  4.66123  -3.92382  -0.5017
N  -2.05607  5.75024  -4.87663  -0.2016
O  -1.29990  5.65514  -5.94298  -0.0239
C  -2.22898  5.16473  -2.52122  -0.0226
C  -0.36748  4.23883  -3.81275  -0.0350
C  -4.86683  6.69624  -4.58788  -0.0841
H  -1.77632  7.93558  -4.88519  0.0858
H  -3.31022  8.57952  -5.15393  0.0742
H  -2.98908  7.76375  -3.62387  0.0828
H  -3.33140  4.55852  -6.67002  0.1124
H  -4.90072  5.01878  -6.34874  0.0974
H  -4.65612  4.19062  -3.90153  0.1043
H  -4.59193  2.98308  -5.16896  0.1196
H  -2.73999  2.72721  -3.45698  0.1183
H  -2.19653  2.88183  -5.11907  0.1253
H  -1.62323  6.03061  -2.23947  0.0919
H  -2.05950  4.39219  -1.76756  0.0504
H  -3.27795  5.45452  -2.44786  0.0682
H  -0.00245  3.75789  -4.72243  0.0826
H  -0.23997  3.51422  -3.00289  0.0527
H  0.27719  5.09430  -3.59343  0.0914
H  -5.11920  7.75814  -4.67523  0.0728
H  -4.88194  6.42455  -3.52660  0.0690
H  -5.73489  6.23112  -5.06089  0.0727

Computed properties:
Frontier orbital gap (alpha / beta) (eV): 8.40 / 9.03
Charge: 0
2S+1: 3
E_tot (hartree): -2503.6510

---

> Which value of 2S+1 does entry 2 give?

3

---

> Which of these has the lowest E_tot?

C27H55N3O4SSi2

---

> The lowest charge belongs to which entry?

C27H55N2O9S